No. 1
Here is C35H53HgN4OP2 as an isolated structure in a non-equilibrium geometry from the Open Molecules 2025 dataset. Energies are from the ωB97M-V functional and the def2-TZVPD basis.

```
! RIJCOSX wB97M-V def2-TZVPD def2/J DEFGRID3
* xyz 1 1
C -0.58477 -2.46556 -1.88306
C -0.52630 -0.38060 -2.95070
C -0.82654 -3.13575 -3.08430
C -0.59456 -1.03678 -4.21627
C -0.74360 -2.41014 -4.26959
H -0.98930 -4.21110 -3.04482
H -0.51776 -0.41999 -5.10816
H -0.80312 -2.91442 -5.23492
N -0.34775 -1.15871 -1.84165
P 0.71040 -2.45642 0.55014
P -0.85109 1.93884 -1.33747
C -0.54506 -3.22000 -0.55464
H -1.53868 -3.16321 -0.08085
H -0.37005 -4.29677 -0.70399
C -0.16516 0.90192 2.46205
O -0.78709 1.77496 2.86515
C -0.65408 1.02330 -2.81998
H -0.59231 1.58432 -3.76035
C -2.72811 2.36302 -1.50598
C 0.14388 3.56400 -1.49661
C 0.32997 -3.03798 2.29211
C 2.28894 -3.18768 -0.17582
C -3.25273 2.65396 -0.09110
H -2.83933 3.59205 0.30113
H -4.35077 2.76078 -0.12857
H -2.99494 1.84863 0.60446
C -3.04014 3.55819 -2.42270
H -2.67178 4.51865 -2.04457
H -2.66814 3.39459 -3.44309
H -4.13723 3.64583 -2.50732
C -3.49280 1.19088 -2.14408
H -4.57416 1.31706 -1.95617
H -3.33043 1.16508 -3.22913
H -3.18237 0.22130 -1.75502
C -0.35811 4.53901 -0.40016
H -0.34792 4.07915 0.60286
H 0.30487 5.41970 -0.37522
H -1.37197 4.91412 -0.59825
C 1.62790 3.26847 -1.25552
H 1.79664 2.75893 -0.30222
H 2.04891 2.64788 -2.05583
H 2.17741 4.22132 -1.22410
C 0.04231 4.18557 -2.89992
H -0.97133 4.48776 -3.18889
H 0.66071 5.09757 -2.89853
H 0.45187 3.51300 -3.66727
C 3.45064 -2.87988 0.78065
H 4.38610 -3.21790 0.30914
H 3.54434 -1.80280 0.98705
H 3.36789 -3.42304 1.73121
C 2.56162 -2.50724 -1.53035
H 1.83530 -2.80695 -2.29497
H 2.56464 -1.41326 -1.45964
H 3.55314 -2.82629 -1.88660
C 2.19134 -4.70867 -0.42726
H 3.16668 -5.05501 -0.79990
H 1.97811 -5.29228 0.47486
H 1.45304 -4.97375 -1.19543
C -1.16494 -2.82712 2.59547
H -1.80610 -3.46845 1.97559
H -1.34438 -3.10187 3.64723
H -1.46442 -1.78247 2.44651
C 1.15755 -2.16348 3.25279
H 0.85697 -1.10470 3.19171
H 0.99718 -2.52491 4.27973
H 2.23374 -2.23446 3.05184
C 0.67695 -4.52078 2.48545
H 0.15202 -5.17780 1.77764
H 1.75448 -4.71831 2.42879
H 0.36270 -4.81670 3.49764
Hg 0.50843 0.06635 0.17372
N -1.96239 -0.45004 0.42075
C -3.06985 -0.78543 0.21327
C -4.41420 -1.19596 0.43606
C -4.89599 -1.25324 1.75270
C -5.25701 -1.53632 -0.63642
C -6.20109 -1.68530 2.00515
H -4.24523 -0.94422 2.57512
C -6.56119 -1.95742 -0.38087
H -4.84872 -1.44471 -1.64297
C -7.03441 -2.04802 0.93474
H -6.55772 -1.74104 3.03696
H -7.19361 -2.22206 -1.23230
H -8.04885 -2.41062 1.10530
C 3.39013 1.02435 2.26594
C 3.76207 0.90800 0.83650
N 2.99278 0.56845 -0.20185
C 3.79952 0.66903 -1.33593
C 5.05194 1.07483 -0.97077
N 5.00514 1.22363 0.40802
H 4.30457 1.11599 2.86385
H 2.77811 1.92020 2.43125
H 2.84322 0.13754 2.60685
H 3.43521 0.44883 -2.33039
H 5.93529 1.26062 -1.56490
H 5.76427 1.55364 1.00851
*
```

ΔE to the lowest compared entry with this formula, charge and spin, kcal per mole: 0.0
HOMO level, eV: -8.32

Here are the Mulliken charges for atoms 1 to 4, given in e: atom 1 (C): -0.52, atom 2 (C): -0.11, atom 3 (C): -0.89, atom 4 (C): -1.07

***

No. 2
Here is a 3-piece molecular cluster, C35H54BN3O9PS overall in a non-equilibrium geometry from the Open Molecules 2025 dataset. Energies are from the ωB97M-V functional and the def2-TZVPD basis.

```
! RIJCOSX wB97M-V def2-TZVPD def2/J DEFGRID3
* xyz 1 1
C -0.43065 1.08315 0.75244
C -1.22974 1.06407 -0.30914
N -1.87703 0.64727 -1.61641
N -2.15319 1.85426 -2.32684
C -1.75856 2.92106 -1.65421
S -1.69800 4.40576 -0.91502
C -3.24936 0.04156 -1.41372
C -4.24870 0.93789 -0.48172
C -5.54946 1.45545 -1.34833
C -6.46732 0.52233 -2.01496
C -3.29165 -1.53470 -1.11853
C -3.31293 -2.01546 0.40614
C -3.71628 -3.55897 0.62155
C -3.73980 -4.20672 2.08399
C -3.37019 -3.38760 3.39349
C -3.00499 -1.85361 3.18284
C -2.98415 -1.22581 1.71222
O -2.34034 -2.35526 -1.84283
C -1.00559 -1.81530 -1.94911
N -0.30877 -2.75276 -2.94531
C -1.04442 -3.86518 -3.00873
O -1.64000 -4.96517 -3.07982
P 0.04298 -2.12432 -0.33780
O 1.67859 -2.53006 -0.76803
O -0.53684 -3.59502 0.40030
C -0.93799 -0.24752 -2.45277
C 0.55361 0.35722 -2.41249
C 1.60725 -0.16706 -3.50144
C 3.09499 0.19634 -2.88963
C 4.30373 -0.43614 -3.76799
C 5.67065 -0.58637 -2.91076
C 6.33977 -2.04890 -3.21141
C 6.30255 -3.02464 -1.91056
C 7.44256 -2.54666 -0.87178
C 7.66795 -3.61387 0.35272
B -1.39346 -0.23559 -4.06147
C -1.02653 0.94253 -5.14238
O -2.27393 -1.27364 -4.63249
H -0.01623 0.95332 1.83300
H -3.78035 0.14976 -2.45438
H -3.78936 1.90075 -0.06767
H -4.72105 0.35469 0.38712
H -5.82477 2.57879 -1.43161
H -7.50993 0.23664 -1.62702
H -6.13832 0.03609 -3.02166
H -4.33365 -1.87442 -1.53770
H -3.96881 -4.25119 -0.27675
H -4.00054 -5.32012 2.22459
H -3.34292 -3.82005 4.45785
H -2.73452 -1.16234 4.07232
H -2.72307 -0.11650 1.63257
H 2.06515 -1.85706 -1.37948
H -0.09784 -3.72875 1.27433
H 1.10850 0.25754 -1.39687
H 0.44707 1.51022 -2.57836
H 1.64232 -1.29384 -3.69802
H 1.58589 0.36285 -4.52399
H 3.20484 -0.10107 -1.78307
H 3.21361 1.35906 -2.91971
H 3.97468 -1.40314 -4.29874
H 4.53055 0.34596 -4.60639
H 6.46568 0.21299 -3.19111
H 5.42219 -0.51238 -1.78313
H 5.83969 -2.52671 -4.14503
H 7.45744 -1.87729 -3.50544
H 5.25063 -2.88905 -1.43327
H 6.38685 -4.12180 -2.24798
H 8.44431 -2.47214 -1.44434
H 7.12419 -1.52347 -0.41789
H 7.43762 -3.02035 1.32562
H 8.74173 -4.05557 0.35536
H 6.90664 -4.48584 0.28789
H -0.13283 0.68578 -5.82720
H -0.77889 1.93597 -4.58095
H -1.97009 1.16082 -5.76347
H -1.76352 -1.56766 -5.44062
O -3.31796 1.48767 2.88179
C -3.69907 2.64375 2.83916
O -2.93068 3.62624 3.34098
C -3.20619 5.02915 3.19347
C -4.18811 5.50456 4.24553
C -5.06412 2.97975 2.30829
H -3.53327 5.25845 2.17562
H -2.25280 5.54584 3.33413
H -5.15183 4.99856 4.15622
H -4.35461 6.58067 4.15799
H -3.80910 5.28631 5.24745
H -5.80520 2.79366 3.08843
H -5.27133 2.33708 1.45124
H -5.16005 4.00388 1.95312
O 2.83153 0.63887 2.14631
C 2.93936 0.96843 3.31246
O 2.03450 0.55324 4.21742
C 2.15806 0.74284 5.63682
C 1.67048 2.11825 6.04657
C 4.02810 1.91003 3.74215
H 3.17862 0.53928 5.97091
H 1.52430 -0.01559 6.10430
H 2.26371 2.91084 5.58519
H 1.72128 2.23696 7.13132
H 0.63690 2.26882 5.72289
H 3.72617 2.93343 3.50990
H 4.93653 1.66529 3.18838
H 4.28379 1.83744 4.79720
*
```

HOMO level, eV: -10.25

Here are the Mulliken charges for atoms 1 to 4, given in e: atom 1 (C): -0.36, atom 2 (C): -0.16, atom 3 (N): 1.38, atom 4 (N): -0.69

***

No. 3
Here is C35H54CrF3N2O2 as an isolated structure in a non-equilibrium geometry from the Open Molecules 2025 dataset. Energies are from the ωB97M-V functional and the def2-TZVPD basis.

```
! RIJCOSX wB97M-V def2-TZVPD def2/J DEFGRID3
* xyz -1 5
Cr -15.93024 -0.75496 15.53038
C -16.15750 -2.52833 13.14456
N -16.27519 -1.07017 13.40578
C -17.59915 -0.67533 12.94410
C -15.21480 -0.35473 12.68864
C -13.86540 -0.48322 13.43031
N -13.93039 -0.15386 14.84871
C -13.82286 1.32227 15.02006
C -13.96977 1.81043 16.44878
C -13.37379 3.01786 16.76119
C -13.37623 3.58963 18.05837
C -13.98529 2.81448 19.04075
C -14.46481 1.52988 18.84099
C -14.57122 1.05811 17.49768
O -15.11712 -0.14701 17.21839
C -14.74261 0.56218 20.02039
C -16.21069 0.09869 19.90370
C -14.52175 1.22319 21.39729
C -13.77130 -0.61259 19.84158
C -12.77157 4.98146 18.25165
C -11.28787 4.92006 17.98800
C -12.98543 5.48518 19.68076
C -13.49386 5.95382 17.29028
C -12.79856 -0.76145 15.59690
C -12.75101 -2.24112 15.64569
C -11.51594 -2.89359 15.64559
C -11.34708 -4.22818 15.96575
C -12.52032 -4.94029 16.24853
C -13.79340 -4.38795 16.21427
C -13.91691 -3.02848 15.87920
O -15.11602 -2.48923 15.85838
C -14.99914 -5.21384 16.69023
C -14.64370 -6.68340 17.04565
C -16.08716 -5.27170 15.58063
C -15.64787 -4.56845 17.94068
C -9.97368 -4.96044 16.01588
C -9.94811 -6.05141 14.94177
C -8.86672 -3.96109 15.73092
C -9.63456 -5.56483 17.39200
H -16.28938 -2.66887 12.08715
H -16.94112 -3.02915 13.69471
H -15.20771 -2.88601 13.48013
H -17.58926 -0.79996 11.85373
H -17.79420 0.37398 13.20347
H -18.31508 -1.32519 13.38139
H -15.46549 0.70508 12.65874
H -15.07963 -0.81032 11.68862
H -13.10392 0.09694 12.91610
H -13.52459 -1.52885 13.35539
H -14.50608 1.81172 14.35377
H -12.77806 1.59378 14.65981
H -12.90806 3.54009 15.95731
H -13.96828 3.20402 20.03500
H -16.82097 1.00097 20.12138
H -16.47037 -0.70716 20.62537
H -16.41949 -0.26707 18.93548
H -15.15907 2.11913 21.55186
H -13.47104 1.52571 21.48165
H -14.68348 0.50062 22.16426
H -14.03823 -1.13430 18.91921
H -13.80050 -1.30368 20.68433
H -12.73715 -0.28298 19.72523
H -10.81906 4.22878 18.66234
H -10.81067 5.88707 18.06536
H -11.15593 4.49030 17.03548
H -12.50084 4.81466 20.44117
H -14.05476 5.40107 19.97793
H -12.63943 6.51431 19.84188
H -13.29143 5.71411 16.23683
H -13.10396 6.95564 17.43064
H -14.55268 5.96470 17.48584
H -12.77557 -0.38368 16.58567
H -11.90276 -0.40030 15.04985
H -10.59906 -2.32227 15.54700
H -12.42370 -5.96299 16.55420
H -14.10169 -7.16679 16.20697
H -15.57151 -7.19155 17.31908
H -13.98952 -6.68800 17.90455
H -15.74759 -5.55333 14.55536
H -16.48774 -4.25293 15.47706
H -16.94335 -5.95816 15.85434
H -14.97337 -4.63366 18.81555
H -16.61028 -5.05386 18.21925
H -15.86017 -3.51853 17.77705
H -9.83499 -5.57284 13.97268
H -10.86811 -6.62191 14.88880
H -9.11437 -6.70953 15.12311
H -9.05106 -3.32631 14.85827
H -7.87789 -4.41127 15.55498
H -8.80634 -3.21874 16.51442
H -10.24712 -6.39586 17.70621
H -9.68636 -4.80306 18.16715
H -8.60223 -5.92766 17.34674
F -17.54292 -1.54020 15.73055
C -16.75126 1.18362 15.25373
F -16.54118 1.95368 14.18294
F -18.03834 1.50940 15.57359
*
```

HOMO level (alpha / beta), eV: -3.23 / -4.58

Here are the Mulliken charges for atoms 1 to 4, given in e: atom 1 (Cr): 0.06, atom 2 (C): -1.53, atom 3 (N): 1.24, atom 4 (C): -1.29

***

No. 4
Here is C35H55BInN6S7 as an isolated structure from the Open Molecules 2025 dataset. Energies are from the ωB97M-V functional and the def2-TZVPD basis.

```
! RIJCOSX wB97M-V def2-TZVPD def2/J DEFGRID3
* xyz 3 1
In -1.80843 -0.39031 2.38294
C -5.45326 1.35279 3.04804
C -5.32064 -0.07595 3.55391
S -4.42368 -1.12492 2.37497
C -4.38757 -2.67378 3.31381
C -3.67123 -2.63388 4.66052
S -1.93041 -2.12336 4.54740
C -1.72903 -1.09744 6.02642
C -0.73722 0.02847 5.76828
S -1.24161 1.22874 4.51528
C -2.74542 1.90729 5.26647
C -3.42512 2.88575 4.31847
S -3.89718 2.20846 2.71350
H -6.02605 1.94276 3.76421
H -6.00346 1.37572 2.10668
H -6.31321 -0.51623 3.66789
H -4.81758 -0.10665 4.51798
H -3.95095 -3.41222 2.64420
H -5.42384 -2.97461 3.47480
H -3.69352 -3.63388 5.09165
H -4.16848 -1.96648 5.36131
H -1.34739 -1.72870 6.82818
H -2.70263 -0.72321 6.33611
H 0.22413 -0.35099 5.41978
H -0.55278 0.57591 6.69328
H -2.44212 2.43106 6.17473
H -3.41352 1.09585 5.54571
H -2.75883 3.71671 4.08155
H -4.30599 3.31377 4.79783
C -3.20251 2.65234 -1.77896
C -2.10978 1.69424 -2.14122
C -1.78607 1.41498 -3.43365
C -0.76328 0.49117 -3.76702
N -0.07090 -0.09944 -2.82659
N -0.36764 0.22047 -1.54949
B 0.55633 -0.42875 -0.54378
N 1.36978 0.53580 0.30374
N 1.93376 1.39093 -0.57433
C 2.74855 2.30092 -0.11374
C 3.01725 2.37175 1.27732
C 2.43793 1.51090 2.15964
C 2.71066 1.57659 3.63093
C 1.54793 0.53372 1.62372
S 0.78347 -0.64853 2.63056
C 3.40961 3.23721 -1.10784
C 2.81939 3.05491 -2.50515
C 3.20457 4.68770 -0.64740
C 4.91016 2.90189 -1.13066
N 0.20293 -1.82619 -0.11298
N 1.26659 -1.75673 -0.93456
C 1.93279 -2.80841 -1.32685
C 1.39570 -4.04969 -0.86517
C 0.27241 -4.14093 -0.09552
C -0.29077 -5.45182 0.34108
C -0.38247 -2.91498 0.32011
S -1.78181 -2.82961 1.28062
C 3.16123 -2.67775 -2.18895
C 2.88444 -3.38999 -3.52365
C 4.32553 -3.36482 -1.45721
C 3.48649 -1.20396 -2.42773
C -1.34031 1.03544 -1.14282
S -1.60977 1.41346 0.53846
C -0.45089 0.17658 -5.21844
C -1.71612 -0.39905 -5.87331
C -0.04565 1.48263 -5.91857
C 0.68130 -0.83769 -5.32954
H -3.73577 2.97349 -2.67064
H -2.79303 3.53331 -1.28135
H -3.90806 2.19477 -1.08527
H -2.33436 1.89734 -4.23323
H 3.69768 3.13023 1.64365
H 3.40122 2.38642 3.85394
H 3.13969 0.64073 3.99138
H 1.78393 1.74046 4.18303
H 1.74913 3.27501 -2.51834
H 2.96379 2.03913 -2.87700
H 3.31554 3.74272 -3.18949
H 2.14505 4.92547 -0.53104
H 3.61763 5.36270 -1.39664
H 3.71428 4.90424 0.29248
H 5.08197 1.87751 -1.46859
H 5.37163 3.02365 -0.14852
H 5.42120 3.57490 -1.81938
H 1.90381 -4.95797 -1.16127
H 0.30881 -6.27967 -0.02746
H -1.31434 -5.56590 -0.02178
H -0.33198 -5.49423 1.43143
H 2.64572 -4.44526 -3.38211
H 3.78130 -3.33572 -4.14098
H 2.06770 -2.91460 -4.06471
H 4.16544 -4.43622 -1.33234
H 4.50542 -2.92076 -0.47590
H 5.22934 -3.23999 -2.05379
H 2.65225 -0.67398 -2.89424
H 4.34699 -1.13409 -3.09270
H 3.74544 -0.69677 -1.49422
H -2.55914 0.29266 -5.83026
H -2.01448 -1.33731 -5.40138
H -1.51584 -0.60038 -6.92561
H -0.86263 2.20511 -5.96106
H 0.24244 1.26068 -6.94616
H 0.80763 1.95248 -5.42449
H 0.42302 -1.76964 -4.82552
H 1.61253 -0.45647 -4.90512
H 0.85523 -1.05999 -6.38225
*
```

ΔE to the lowest compared entry with this formula, charge and spin, kcal per mole: 0.0
HOMO level, eV: -16.11

Here are the Mulliken charges for atoms 1 to 4, given in e: atom 1 (In): 0.36, atom 2 (C): -1.00, atom 3 (C): -0.32, atom 4 (S): 0.32